Record 1
23
Properties=species:S:1:pos:R:3:forces:R:3 method="wB97M-V/def2-TZVPD" de_lowest_kcal_mol=14.6 smiles=CN(C)C.CCSS charge=0 e_homo_ev=-8.53 multiplicity=1
C 2.9860 0.7842 0.0220 -0.0110 0.1500 -0.0148
N 2.8783 -0.6590 0.0250 -0.1911 -0.0554 -0.2149
C 1.4848 -1.0710 0.0519 0.1208 -0.2600 0.1519
C 3.5399 -1.2102 -1.1450 0.0551 0.1711 -0.0885
H 2.4012 1.2069 0.8389 0.0648 -0.0250 0.0661
H 2.6096 1.2290 -0.9185 -0.0175 -0.0456 0.0114
H 4.0266 1.0905 0.1348 0.0126 -0.0253 0.0262
H 1.4493 -2.1612 0.0404 -0.0805 -0.0107 -0.0380
H 1.0105 -0.7381 0.9749 0.0239 0.1263 -0.0228
H 0.8946 -0.6962 -0.7989 0.0137 0.0566 -0.0502
H 3.3363 -2.2759 -1.2330 0.0851 -0.0486 0.1070
H 4.6175 -1.0530 -1.0780 -0.0021 -0.0427 0.0293
H 3.1957 -0.7298 -2.0784 -0.0523 -0.0245 0.0199
C -3.0047 -1.8227 0.7663 0.1052 0.3036 -0.0696
C -2.2510 -0.5176 1.0390 -0.4840 -0.2749 0.2223
S -2.1757 0.4821 -0.4730 0.1880 0.0195 0.2303
S -0.8082 1.9128 0.1750 -0.2364 0.0783 -0.3070
H -2.5671 -2.3762 -0.0636 0.0653 -0.0348 0.0223
H -4.0466 -1.6145 0.5243 -0.0288 -0.0510 -0.0179
H -2.9773 -2.4440 1.6599 -0.0362 -0.0551 0.0011
H -1.2630 -0.7079 1.4531 0.1331 0.0542 -0.2746
H -2.8154 0.0525 1.7784 0.1113 0.0270 0.0530
H -0.0600 1.8364 -0.9361 0.1613 -0.0329 0.1576

=====

Record 2
18
Properties=species:S:1:pos:R:3:forces:R:3 method="wB97M-V/def2-TZVPD" de_lowest_kcal_mol=54.2 smiles="C=C1C[C@]1(C)C(C)=O" charge=0 e_homo_ev=-8.90 multiplicity=1
C -1.5996 -0.2076 -0.2796 3.4186 1.3153 -0.4056
C -2.3220 -0.8692 0.5693 -0.3465 -0.2359 0.2456
C 0.9769 -0.7184 -0.5884 0.2810 -0.2747 -0.0240
C -1.0725 0.5355 -1.4011 -0.1038 -0.1100 -0.1312
C 0.0591 0.3987 -0.3743 -3.3071 -0.8591 0.2265
C 2.0668 -0.8918 0.4476 -0.0166 -0.1884 -0.2349
C 0.3698 1.5137 0.5778 0.0853 0.0021 -0.0966
O 0.8547 -1.4995 -1.5135 0.0243 0.0182 0.0152
H -1.9333 -1.2259 1.5105 0.1625 -0.0070 0.1051
H -3.3550 -1.1064 0.3682 -0.2397 0.0103 -0.1293
H -0.9054 -0.0338 -2.3101 -0.0193 -0.0158 -0.0293
H -1.4616 1.5325 -1.5811 0.0205 0.0445 0.0600
H 2.5711 0.0415 0.6783 0.0285 0.0951 0.0627
H 2.7868 -1.6252 0.0987 0.0104 -0.0476 -0.0390
H 1.5987 -1.2654 1.3576 0.0116 0.0296 0.1742
H 1.3156 1.9835 0.3047 0.0572 0.1207 0.0478
H 0.4512 1.1590 1.6046 0.0088 0.0793 0.0740
H -0.4012 2.2788 0.5307 -0.0756 0.0232 0.0788

=====

Record 3
10
Properties=species:S:1:pos:R:3:forces:R:3 method="wB97M-V/def2-TZVPD" de_lowest_kcal_mol=37.0 charge=+2 e_homo_ev="-19.69 / -22.47" multiplicity=6 s_squared=8.779
O 0.0537 0.3020 -1.3240 2.0761 -2.4609 1.4413
C 0.6417 -0.5690 -0.4345 -1.3619 4.8183 -0.7895
Ir 0.5473 -2.7544 -0.4104 -1.5740 -4.1717 0.3755
O 1.6999 -1.2743 -0.6874 0.5661 2.2280 -0.4505
C -0.6586 1.0045 -0.2675 -0.8559 -0.4052 0.5930
H -0.3532 2.0575 -0.2458 0.1519 -0.0199 -0.0191
H -1.7411 0.9124 -0.4186 0.1960 0.2040 -0.2111
C -0.0749 0.1055 0.8243 0.3645 0.5085 -0.4962
H 0.7021 0.5481 1.4630 0.2479 -0.1040 -0.1576
H -0.8169 -0.3322 1.5009 0.1892 -0.5970 -0.2858

=====

Record 4
20
Properties=species:S:1:pos:R:3:forces:R:3 method="wB97M-V/def2-TZVPD" de_lowest_kcal_mol=11.6 charge=-1 e_homo_ev=-4.20 multiplicity=1
C 0.5342 0.6247 0.5174 -0.6187 1.8623 -0.3834
C 0.0839 -0.6718 1.1564 0.4292 -1.7595 -1.2018
C 1.2362 -1.2732 1.9735 -1.3121 0.2078 0.5009
O -0.2269 -1.6027 0.1129 0.1003 -0.1656 -0.2524
N -0.6284 1.5175 0.2123 -0.1848 -0.6410 0.8245
C -1.6649 0.6901 -0.4255 0.6979 0.7015 -1.7034
O -1.1345 -0.0422 -1.4931 -0.8729 -0.1674 -0.0261
H 1.0224 0.3865 -0.4331 0.2055 -0.3146 0.2034
H 1.2361 1.2391 1.1009 -0.1061 -0.3882 0.2369
H -0.8377 -0.6823 1.7354 0.0898 1.0830 0.6257
H 1.6817 -0.4728 2.5732 0.6684 -0.2617 -0.3252
H 0.8394 -1.9849 2.6993 -0.0580 -0.2117 -0.0637
H 1.8156 -1.8370 1.2543 0.7938 0.2811 0.0941
H -0.6368 -1.0281 -0.7918 0.3194 0.0018 0.8839
H -0.3577 2.2514 -0.4431 0.0781 -0.4448 0.0704
H -2.4023 1.4137 -0.8031 -0.3102 -0.1906 0.1871
H -2.1108 -0.0006 0.2941 -0.1150 0.2759 0.1997
H 1.1204 0.0482 -3.3038 0.0938 0.0017 0.0183
H -0.1985 0.5570 -2.7298 0.3340 0.2045 0.4483
O 0.6287 0.8674 -3.2064 -0.2324 -0.0745 -0.3372

=====

Record 5
43
Properties=species:S:1:pos:R:3:forces:R:3 method="wB97M-V/def2-TZVPD" smiles=C[PH2](I)CCCS.CO.CO.CO.CO charge=0 e_homo_ev=-9.00 multiplicity=1
C 0.7831 -1.5750 0.9645 0.0006 -0.0946 -0.1106
P 0.3848 -1.0933 -0.7978 -2.4914 -1.0728 0.6136
I 2.6767 0.0030 -1.0154 1.1478 0.3946 -0.1837
C -1.4305 -1.7345 -0.7049 -0.0105 0.2971 -0.3610
C -2.2935 -0.5464 -0.1756 0.7018 -1.0784 -0.0588
C -3.6174 -0.9733 0.4856 0.7423 1.1930 -0.1912
S -4.4103 0.5506 1.1970 -0.2616 -0.0208 0.0239
H 0.8892 -0.6712 1.5739 0.2993 -0.1500 -0.2745
H 0.0241 -2.2097 1.4378 -0.0686 0.2238 -0.4316
H 1.7158 -2.1504 0.9385 -0.0670 0.4378 0.0592
H 0.7027 -1.9947 -1.8415 0.2964 0.3569 0.3292
H -0.1730 0.1703 -1.1644 0.6731 -0.3265 0.1252
H -1.7282 -2.0379 -1.7253 -0.0470 0.2126 0.3337
H -1.5143 -2.6358 -0.0825 0.0151 0.2558 -0.0266
H -2.4370 0.1493 -1.0146 -0.3157 -0.1420 0.2688
H -1.6560 -0.0006 0.5448 -0.4763 -0.0761 0.0643
H -3.4444 -1.6536 1.3267 0.0263 0.1714 -0.2171
H -4.2759 -1.4597 -0.2405 -0.0159 0.2713 0.1743
H -3.6068 1.5932 0.8130 -0.0595 -0.9923 -0.1394
C -5.7453 4.0772 -0.1331 -0.0005 -0.1957 0.1064
O -4.7498 3.8792 0.8685 0.1954 0.1453 -0.0863
H -5.4452 4.9200 -0.7519 0.0652 -0.0014 0.0758
H -5.8350 3.1850 -0.7584 -0.0759 0.0618 -0.0620
H -6.7091 4.2976 0.3309 -0.0329 0.0348 -0.1158
H -5.0314 3.1339 1.4047 -0.0637 0.0251 0.1271
C -1.9795 3.5994 -1.1705 -0.1611 0.1975 0.3595
O -1.7282 4.4411 -0.0576 0.1459 -0.0464 -0.0256
H -1.1455 3.6862 -1.8643 0.0160 0.0234 0.0524
H -2.0668 2.5589 -0.8398 -0.0356 -0.0843 -0.2201
H -2.9005 3.9091 -1.6729 0.0145 -0.1907 -0.1475
H -2.4773 4.3483 0.5415 -0.1258 0.0859 -0.0106
C 4.5584 -4.3853 0.8261 -0.1445 0.3246 -0.1326
O 5.0054 -3.1603 0.2554 0.0073 -0.3676 0.1568
H 5.4252 -5.0199 0.9953 0.0196 0.0564 -0.0252
H 4.0592 -4.2009 1.7822 0.0003 -0.1632 0.0327
H 3.8706 -4.8949 0.1449 0.0054 -0.1365 0.0957
H 4.2307 -2.6100 0.1116 0.0176 0.2460 -0.1223
C 7.0428 -0.9258 0.0516 -0.1765 0.4209 -0.1823
O 7.4993 0.3019 -0.5166 0.3198 -0.1317 0.0836
H 7.9045 -1.5670 0.2240 0.0249 0.0709 -0.0356
H 6.5409 -0.7336 1.0036 -0.0235 -0.2043 0.0131
H 6.3576 -1.4235 -0.6330 0.0220 -0.1341 0.1157
H 6.7297 0.8531 -0.6621 -0.1033 0.1027 -0.0505

=====

Record 6
76
Properties=species:S:1:pos:R:3:forces:R:3 method="wB97M-V/def2-TZVPD" de_lowest_kcal_mol=40.7 charge=-1 e_homo_ev=-4.97 multiplicity=1
Pd 0.6965 1.2233 -1.3657 0.5672 0.1221 0.1756
C 0.8579 2.8616 -4.3611 -0.0634 0.0057 0.0190
Si -0.4581 2.4010 -3.0817 -0.0008 0.0519 -0.0492
C -1.3495 4.0300 -2.7394 -0.1042 -0.1642 -0.0487
C -1.7628 1.2563 -3.8308 0.0931 -0.0096 0.0953
C -2.4433 1.5081 -5.0226 -0.0100 0.0009 -0.0534
C -3.4160 0.6332 -5.4814 -0.0174 -0.0540 0.0308
C -3.7298 -0.5050 -4.7441 0.0005 0.0479 -0.0388
C -3.0663 -0.7614 -3.5546 -0.0027 -0.0370 -0.0385
C -2.0766 0.1084 -3.0933 0.1208 0.0295 -0.0269
Si -1.1440 -0.1684 -1.4843 -0.0934 -0.1353 0.2587
C -2.4188 -0.1025 -0.1128 -0.0320 0.0138 -0.1442
C -0.3347 -1.8569 -1.3499 -0.1606 0.0412 -0.1293
H 0.5902 2.4135 -5.3233 0.0705 0.0017 0.0060
H 1.8668 2.5296 -4.1238 0.0005 -0.0840 0.0215
H 0.8762 3.9463 -4.4892 -0.0358 0.0103 0.0144
H -1.5484 4.4867 -3.7157 -0.0470 -0.0169 -0.0063
H -0.7708 4.7363 -2.1458 0.0779 -0.0264 -0.0013
H -2.2985 3.8591 -2.2307 0.0211 0.0641 -0.0052
H -2.2090 2.3923 -5.6074 0.0050 0.0063 0.0037
H -3.9323 0.8329 -6.4127 -0.0007 -0.0003 -0.0045
H -4.4892 -1.1902 -5.1013 0.0007 0.0009 -0.0054
H -3.3181 -1.6552 -2.9919 0.0115 -0.0014 0.0092
H -3.1957 -0.8130 -0.4233 0.0101 -0.0164 0.0446
H -2.8873 0.8705 0.0107 -0.0358 -0.0060 -0.0415
H -2.0300 -0.4248 0.8531 0.0666 0.0368 0.0047
H -0.9544 -2.5623 -1.9176 0.0302 -0.0243 0.0370
H -0.3061 -2.1789 -0.3083 0.0154 0.0401 0.0355
H 0.6684 -1.8710 -1.7658 -0.0047 0.0161 -0.0043
C 4.9860 -6.1626 5.9986 -0.0307 0.0021 -0.0044
C 4.4790 -5.0621 5.0927 -0.0125 -0.0112 0.0439
O 3.4399 -4.4911 5.2795 0.0026 -0.0035 -0.0112
S 5.5941 -4.7201 3.7503 0.0297 0.0132 -0.0447
C 4.7374 -3.4596 2.8543 -0.0183 0.0357 -0.0061
C 4.6953 -2.1545 3.3328 0.0264 -0.0102 0.0259
C 4.0486 -1.1717 2.6082 -0.0258 0.0089 -0.0405
C 3.4416 -1.4623 1.3780 0.0472 -0.0195 0.1003
C 3.4997 -2.7802 0.9079 -0.0192 0.0352 -0.0267
C 4.1344 -3.7667 1.6395 0.0226 -0.0552 0.0194
C 2.7705 -0.4508 0.6307 0.1858 0.1113 -0.1214
C 2.1988 0.4155 -0.0110 -0.5083 -0.2250 -0.3053
H 5.0062 -5.7852 7.0204 0.0016 -0.0102 0.0054
H 5.9746 -6.5178 5.7143 0.0057 0.0110 -0.0073
H 4.2768 -6.9893 5.9547 0.0047 -0.0023 0.0111
H 5.1667 -1.9140 4.2773 -0.0017 -0.0064 0.0000
H 4.0069 -0.1563 2.9797 0.0009 -0.0003 0.0040
H 3.0400 -3.0130 -0.0435 -0.0048 -0.0009 0.0024
H 4.1686 -4.7831 1.2674 -0.0020 0.0024 -0.0006
Cl 1.3373 -2.7422 -4.7220 -0.0038 -0.0126 0.0236
C 0.9486 -1.0077 -4.9890 0.0239 -0.0350 -0.0839
C 1.8517 -0.1203 -4.1183 0.1767 -0.0755 -0.0029
O 2.8672 0.3404 -4.6169 -0.0859 0.0991 -0.0337
O 1.4470 0.0042 -2.9112 -0.2794 0.0519 0.0773
H 1.1312 -0.8063 -6.0400 -0.0041 -0.0095 0.0060
H -0.1017 -0.8884 -4.7369 0.0090 0.0466 0.0029
C -3.7963 1.4900 5.0655 -0.0189 -0.0079 0.0242
C -2.9393 1.7854 3.8652 0.0229 0.0229 -0.0445
C -3.4157 2.5420 2.8052 0.0146 -0.0199 0.0373
C -2.6330 2.8229 1.6881 -0.0019 -0.0351 0.0220
C -3.2565 3.6261 0.5774 0.0183 -0.0178 -0.0396
C -1.3201 2.3266 1.6298 -0.1328 0.0913 -0.1099
Se -0.2684 2.8804 0.1104 0.0365 0.1513 0.2170
C -0.8128 1.5857 2.7032 0.1428 -0.0290 0.0121
C 0.5905 1.0692 2.6970 -0.0261 0.0010 0.0107
C -1.6334 1.3214 3.7942 -0.0165 -0.0300 -0.0085
H -4.8250 1.8133 4.9055 -0.0020 0.0034 -0.0051
H -3.4186 2.0019 5.9535 0.0012 0.0031 -0.0007
H -3.8076 0.4216 5.2875 0.0007 -0.0026 -0.0013
H -4.4322 2.9209 2.8368 -0.0068 -0.0014 0.0084
H -4.2821 3.8891 0.8381 -0.0133 0.0024 -0.0063
H -3.2671 3.0599 -0.3573 0.0010 0.0057 0.0254
H -2.7019 4.5413 0.3697 0.0115 -0.0022 0.0181
H 0.7522 0.3691 1.8792 -0.0310 -0.0184 0.0244
H 0.8292 0.5703 3.6369 0.0015 0.0211 0.0155
H 1.3052 1.8749 2.5187 -0.0189 0.0066 0.0014
H -1.2292 0.7338 4.6127 -0.0056 0.0020 0.0075